[1]
C5H11NO in the gas phase at a distorted geometry, computed with ωB97M-V/def2-TZVPD.

ORCA input file:
```
! wB97M-V def2-TZVPD RIJCOSX def2/J DEFGRID3
* xyz 0 1
C -2.353 -0.115 0.053
N -1.151 0.337 -0.602
C 0.016 0.085 0.324
C 0.673 -1.304 0.789
C 1.193 1.145 0.202
C 1.899 0.687 -1.227
O 2.433 1.383 -2.067
H -2.354 -1.157 0.385
H -2.629 0.574 0.898
H -3.141 -0.166 -0.729
H -0.913 0.059 -1.556
H -0.306 0.472 1.267
H 1.830 -1.181 1.133
H 0.783 -1.911 -0.074
H -0.043 -1.719 1.538
H 1.779 0.912 1.017
H 0.859 2.187 0.111
H 1.424 -0.289 -1.463
*
```

The value obtained for the HOMO energy is -9.18 eV. The value obtained for the electronic energy is -8898.397 eV. As for the SMILES: CN[C@@H](C)CC=O. The value obtained for the HOMO-LUMO gap is 10.067 eV.

List of Löwdin charges in e, atom by atom: C -0.159; N -0.083; C -0.408; C -0.056; C -0.081; C -0.204; O 0.036; H 0.067; H 0.098; H 0.084; H 0.108; H 0.097; H 0.130; H 0.033; H 0.075; H 0.054; H 0.113; H 0.096



[2]
3 unconnected molecules or ions with the total composition C15H38BNO12P2 at a distorted geometry, computed with ωB97M-V/def2-TZVPD.

ORCA input file:
```
! wB97M-V def2-TZVPD RIJCOSX def2/J DEFGRID3
* xyz 0 1
C -2.898 -6.919 -0.685
C -4.101 -6.623 -1.556
O -4.295 -5.225 -1.694
P -3.411 -4.360 -2.810
O -3.758 -5.334 -3.962
O -4.579 -3.248 -3.234
C -4.742 -2.947 -4.615
C -5.961 -3.671 -5.165
O -3.024 -3.270 -1.523
C -3.922 -2.959 -0.469
C -3.442 -3.643 0.803
H -2.008 -6.402 -1.054
H -2.701 -7.993 -0.653
H -3.076 -6.575 0.338
H -4.002 -7.119 -2.526
H -4.999 -7.032 -1.086
H -3.840 -3.208 -5.179
H -4.878 -1.866 -4.713
H -5.992 -4.721 -4.862
H -5.985 -3.619 -6.256
H -6.878 -3.210 -4.776
H -4.958 -3.220 -0.705
H -3.895 -1.873 -0.329
H -2.568 -4.275 0.629
H -4.238 -4.257 1.234
H -3.168 -2.899 1.559
C 2.118 6.789 1.748
C 3.468 6.828 1.062
O 3.911 5.520 0.740
P 3.356 4.758 -0.633
O 3.699 5.965 -1.540
O 4.743 3.916 -1.019
C 5.153 3.898 -2.381
C 6.301 4.873 -2.593
O 2.973 3.409 0.380
C 3.748 3.039 1.511
C 2.980 3.405 2.773
H 1.391 6.229 1.154
H 1.743 7.801 1.915
H 2.201 6.293 2.720
H 3.430 7.474 0.179
H 4.207 7.266 1.738
H 4.312 4.129 -3.044
H 5.481 2.882 -2.624
H 6.111 5.843 -2.127
H 6.491 5.025 -3.657
H 7.216 4.481 -2.129
H 4.748 3.481 1.500
H 3.882 1.953 1.471
H 2.048 3.930 2.552
H 3.591 4.036 3.425
H 2.727 2.505 3.343
C 0.639 -0.912 -0.346
C -0.033 -0.245 1.033
O -0.321 -1.378 1.920
B -0.152 -1.055 3.346
O -1.127 -1.704 4.290
N 0.920 -0.190 3.974
C 0.560 0.304 5.357
O -0.569 0.915 5.722
O 1.616 0.130 6.403
H 1.791 -0.655 -0.452
H 0.590 -2.100 -0.269
H 0.030 -0.626 -1.311
H 0.709 0.553 1.456
H -0.992 0.348 0.666
H -1.868 -1.024 4.388
H 1.805 -0.781 3.985
H 1.691 -0.838 6.660
*
```

The value obtained for the HOMO energy is -9.79 eV. The value obtained for the electronic energy is -61481.435 eV. As for the SMILES: CCOP(=O)(OCC)OCC.CCOP(=O)(OCC)OCC.CCOB(O)NC(=O)O. The value obtained for the HOMO-LUMO gap is 7.408 eV.

List of Löwdin charges in e, atom by atom: C -0.081; C -0.297; O -0.260; P 0.796; O -0.222; O -0.237; C -0.307; C -0.078; O -0.284; C -0.287; C -0.065; H 0.074; H 0.078; H 0.068; H 0.102; H 0.121; H 0.101; H 0.115; H 0.071; H 0.076; H 0.077; H 0.111; H 0.120; H 0.070; H 0.076; H 0.066; C -0.080; C -0.297; O -0.260; P 0.796; O -0.220; O -0.237; C -0.306; C -0.078; O -0.286; C -0.290; C -0.068; H 0.074; H 0.079; H 0.068; H 0.102; H 0.121; H 0.101; H 0.115; H 0.071; H 0.076; H 0.077; H 0.112; H 0.117; H 0.070; H 0.078; H 0.060; C -0.093; C -0.220; O -0.018; B -0.472; O 0.030; N 0.175; C -0.299; O 0.009; O -0.012; H 0.078; H 0.089; H 0.078; H 0.116; H 0.137; H 0.120; H 0.156; H 0.126



[3]
C4H5NO2 in the gas phase, computed with ωB97M-V/def2-TZVPD.

ORCA input file:
```
! wB97M-V def2-TZVPD RIJCOSX def2/J DEFGRID3
* xyz 0 1
C -0.500 -1.849 -0.680
O -0.314 -0.548 -1.248
C -0.047 0.465 -0.436
C -0.119 1.831 -0.705
C 0.217 2.264 0.548
O 0.514 1.327 1.512
N 0.346 0.120 0.864
H 0.422 -2.241 -0.234
H -1.283 -1.826 0.084
H -0.795 -2.490 -1.511
H 0.291 3.256 0.985
H 1.268 -0.310 0.821
*
```

The value obtained for the HOMO energy is -8.33 eV. The value obtained for the electronic energy is -9809.290 eV. As for the SMILES: COC1=C=CON1. The value obtained for the HOMO-LUMO gap is 8.689 eV.

List of Löwdin charges in e, atom by atom: C -0.048; O -0.037; C -0.382; C 0.009; C -0.131; O -0.045; N 0.071; H 0.089; H 0.101; H 0.097; H 0.110; H 0.166



[4]
2 unconnected molecules or ions with the total composition C5H6N2O at a distorted geometry, computed with ωB97M-V/def2-TZVPD.

ORCA input file:
```
! wB97M-V def2-TZVPD RIJCOSX def2/J DEFGRID3
* xyz 0 1
C 2.151 -0.045 -1.499
C 2.714 0.129 -0.291
C 0.504 0.074 -0.127
C -2.276 -0.721 -0.892
C -1.896 -0.372 0.302
N 0.759 -0.024 -1.380
N 1.628 0.176 0.563
O 1.790 0.469 1.927
H 2.469 -0.217 -2.511
H 3.743 0.568 0.047
H -3.235 -1.143 -1.152
H -1.546 -0.588 -1.745
H -2.108 -0.148 1.336
H 2.730 0.564 2.049
*
```

The value obtained for the HOMO energy (spin up / spin down) is -8.84 / -8.84 eV. The value obtained for the electronic energy is -10302.744 eV. The value obtained for the HOMO-LUMO gap (spin up / spin down) is 8.711 / 8.711 eV.

List of Löwdin charges in e, atom by atom: C -0.160; C -0.093; C -0.153; C -0.084; C 0.089; N 0.029; N -0.158; O 0.041; H 0.091; H 0.150; H 0.057; H 0.065; H 0.041; H 0.084



[5]
2 unconnected molecules or ions with the total composition H6O4Si2 at a distorted geometry, computed with ωB97M-V/def2-TZVPD.

ORCA input file:
```
! wB97M-V def2-TZVPD RIJCOSX def2/J DEFGRID3
* xyz 0 1
O -2.308 -1.262 -0.749
O -2.763 0.872 0.809
O 2.530 0.986 -0.680
O 2.895 -1.268 0.532
Si -2.075 0.301 -0.530
Si 1.838 -0.097 0.359
H -1.709 -2.035 -0.772
H -2.662 0.577 1.707
H 2.068 1.742 -0.798
H 3.794 -1.296 -0.006
H -2.955 1.137 -1.563
H 1.349 0.343 1.689
*
```

The value obtained for the HOMO energy (spin up / spin down) is -7.26 / -7.10 eV. The value obtained for the electronic energy is -24043.326 eV. The value obtained for the HOMO-LUMO gap (spin up / spin down) is 7.054 / 6.788 eV.

List of Löwdin charges in e, atom by atom: O -0.243; O -0.236; O -0.185; O -0.256; Si 0.373; Si 0.411; H 0.067; H 0.043; H -0.031; H 0.140; H -0.022; H -0.061



[6]
3 unconnected molecules or ions with the total composition C5H16N2O at a distorted geometry, computed with ωB97M-V/def2-TZVPD.

ORCA input file:
```
! wB97M-V def2-TZVPD RIJCOSX def2/J DEFGRID3
* xyz 0 1
C 2.046 -1.037 0.756
C 0.658 -0.456 0.439
C -0.189 -1.404 -0.412
C -1.309 -0.614 -1.053
C -0.620 0.186 -2.122
N 0.240 1.149 -1.491
N 0.017 0.044 1.514
H 2.507 -1.380 -0.183
H 2.649 -0.285 1.248
H 1.897 -1.946 1.351
H 0.792 0.495 -0.253
H 0.444 -1.789 -1.205
H -0.487 -2.235 0.218
H -1.862 -0.050 -0.295
H -2.013 -1.379 -1.425
H -0.223 -0.538 -2.811
H -1.336 0.732 -2.767
H 1.042 1.237 -2.122
H -0.386 2.130 3.117
H 0.228 -0.500 2.364
H -1.079 1.999 3.307
H -1.077 1.454 1.265
H -0.711 1.989 -0.118
O -1.227 2.197 0.676
*
```

The value obtained for the HOMO energy is -8.34 eV. The value obtained for the electronic energy is -10466.272 eV. The value obtained for the HOMO-LUMO gap is 6.343 eV.

List of Löwdin charges in e, atom by atom: C -0.041; C -0.521; C -0.158; C -0.193; C -0.301; N 0.039; N 0.099; H 0.079; H 0.078; H 0.087; H 0.136; H 0.110; H 0.127; H 0.108; H 0.123; H 0.102; H 0.133; H 0.083; H 0.039; H 0.090; H 0.045; H -0.088; H -0.033; O -0.144